{"formula": "C21H26F3N7", "method": "ωB97M-V with the def2-TZVPD basis set", "symbols": ["F", "C", "F", "F", "C", "C", "C", "N", "C", "N", "C", "C", "C", "H", "H", "C", "C", "C", "N", "C", "C", "H", "H", "H", "H", "C", "C", "N", "N", "N", "N", "C", "C", "C", "C", "C", "C", "H", "H", "H", "H", "H", "H", "H", "H", "H", "H", "H", "H", "H", "H", "H", "H", "H", "H", "H", "H"], "xyz": [[8.8457, 1.4158, 1.7091], [8.5197, 1.3776, 0.3426], [9.5000, 0.8952, -0.3901], [8.3856, 2.6436, -0.0776], [7.0586, 0.5364, 0.0548], [6.8361, -0.4947, -0.5362], [5.5332, -1.0951, -0.5002], [5.1610, -2.0373, -1.4899], [3.8643, -2.1219, -1.1957], [3.4918, -1.2303, -0.2621], [4.4761, -0.2000, 0.0651], [4.5926, 0.8226, 0.7403], [5.9807, 1.0922, 0.8000], [6.1552, 2.2381, 1.5549], [3.8667, 1.1491, 1.2614], [2.0229, -1.0443, 0.3278], [1.1987, -0.8199, -0.9078], [-0.2968, -0.5413, -0.3562], [-0.5940, -1.6138, 0.1271], [0.0971, -1.9931, 1.4627], [1.5194, -2.2742, 0.8040], [1.4718, -3.0132, 0.3539], [2.1816, -2.4005, 1.8131], [-0.3266, -2.9035, 1.9717], [0.0862, -1.0726, 1.8617], [-2.0360, -1.7049, 0.4719], [-2.5461, -0.7783, 1.3438], [-2.0598, -0.1647, 2.5180], [-2.7701, 0.7542, 3.0565], [-3.4493, 1.1867, 2.1328], [-3.4220, 0.5021, 0.9666], [-4.2878, 0.5719, -0.2745], [-4.1288, 2.0968, -0.5730], [-5.0779, 2.1702, -1.8259], [-6.5344, 1.8668, -1.4771], [-6.5546, 0.6793, -0.9994], [-5.6797, 0.2367, 0.0051], [-6.0412, 0.8664, 1.2809], [-5.7801, -0.7738, 0.4986], [-7.7440, 0.3560, -0.6914], [-6.2037, -0.2527, -1.6958], [-7.2681, 2.1668, -2.1196], [-6.9657, 2.5372, -0.6516], [-5.0408, 3.2048, -2.0719], [-4.8113, 1.7535, -2.7160], [-4.3137, 2.6285, 0.2246], [-3.0395, 2.1901, -0.7928], [-3.7487, -0.2039, -0.9055], [-2.6337, -1.6100, -0.5725], [-2.4857, -2.6023, 1.0366], [-0.9041, -0.2176, -1.3203], [-0.2629, 0.4088, 0.2129], [1.3658, -1.4004, -1.7960], [1.5611, 0.1800, -1.3446], [2.2135, -0.2539, 1.0380], [3.3247, -2.8134, -1.2972], [7.6970, -0.8957, -1.1959]], "forces_ev_per_a": [[-0.351, -0.300, -2.467], [-2.940, -0.856, 0.024], [0.642, -0.851, 0.464], [-0.282, 0.091, 0.628], [2.554, 12.129, 8.939], [-0.072, -11.259, -7.659], [2.829, 3.877, -3.107], [-1.149, 0.394, 2.797], [8.883, 9.811, 2.970], [-3.944, 3.565, 2.525], [-0.658, -16.521, -8.163], [7.825, 3.936, 1.493], [-0.228, 6.834, 3.370], [-0.002, -3.874, -2.460], [-4.591, 3.391, 3.780], [3.642, -0.493, -5.456], [-0.579, 6.737, -0.140], [5.201, 10.783, -9.125], [-7.463, -13.309, 8.010], [1.815, -2.844, -5.438], [0.984, 9.900, 16.125], [-0.358, -12.098, -8.208], [-1.079, -0.797, -2.093], [0.220, 1.423, -0.590], [0.118, 2.638, 3.146], [-1.449, -3.253, -3.837], [-1.961, 12.696, 5.192], [2.856, -9.193, -1.070], [1.564, 0.427, -0.872], [-6.491, 3.792, -4.407], [2.371, -5.317, 2.570], [3.225, 1.596, 3.415], [1.401, -6.031, -7.073], [-0.638, 4.791, 2.794], [2.072, 9.995, -0.231], [-6.293, -14.591, 1.216], [-0.314, 0.335, 8.755], [1.273, -1.091, -3.560], [-0.175, 0.669, -1.484], [3.133, 0.492, -0.732], [-1.328, 2.056, -0.228], [-1.421, 0.060, -2.928], [1.359, -0.244, -0.259], [-0.139, 1.253, -0.551], [1.251, -2.085, -2.002], [-1.726, 2.843, 3.982], [-0.826, 0.421, -0.341], [-0.834, 1.498, -0.041], [1.160, -0.438, 2.321], [1.679, -0.083, -1.567], [0.648, -0.863, 1.657], [0.003, -0.063, 0.541], [-0.451, -1.364, 0.348], [-0.501, -0.833, 0.573], [-0.927, 0.218, 0.120], [-7.883, -9.989, -2.722], [-1.650, -0.012, 1.056]], "e_homo_ha": -0.3022, "energy_ev": -40761.2366, "fmax_ev_per_a": 18.9}